(1)
The molecule C4H5N3, computed with the ωB97M-V functional and the def2-TZVPD basis.

```
12
C4H5N3, DFT the ωB97M-V functional and the def2-TZVPD basis
N -2.0002 0.0981 -0.2733
C -0.6241 0.0289 -0.1021
C 0.1517 1.1545 0.1873
N 1.4748 1.1159 0.2890
C 2.0462 -0.0746 0.1180
N 1.4174 -1.2191 -0.1406
C 0.0944 -1.1588 -0.2544
H -2.4510 0.8934 0.1595
H -2.4954 -0.7617 -0.0784
H -0.3213 2.1227 0.3555
H 3.1298 -0.1054 0.2103
H -0.4224 -2.0938 -0.4708
```

max |F|	0.008	Eh/bohr
LUMO level	0.841	eV
E_HOMO	-8.85	eV

***

(2)
A cluster of 2 separate species, C5H8Br2OS in total at a distorted geometry, computed with the ωB97M-V functional and the def2-TZVPD basis.

```
17
C5H8Br2OS, DFT the ωB97M-V functional and the def2-TZVPD basis
C -0.0328 -1.3675 -0.0169
C -1.0663 -1.8250 -0.8812
C 2.0951 -0.4722 0.5166
C 1.1989 -0.9957 -0.5078
C -1.7796 1.5824 0.1283
O 1.4733 0.3975 1.4097
S -0.5408 2.7380 0.6779
Br -2.7915 -2.1300 -0.2055
Br -2.5066 1.9046 -1.5823
H -0.3541 -1.1115 0.9920
H -1.3177 -1.7228 -1.9468
H 3.0781 -0.1420 0.2469
H 2.1603 -1.3596 1.0933
H 1.5709 -1.3134 -1.4618
H -1.5037 0.5980 0.2729
H 1.3829 1.3378 1.0112
H -1.0663 3.8815 0.2535
```

max |F|	0.066	Eh/bohr
LUMO level (spin up / spin down)	-0.646 / -0.611	eV
E_HOMO (spin up / spin down)	-7.68 / -8.28	eV

***

(3)
A structure of composition C25H42AsIN6Si2Ti at a distorted geometry, computed with the ωB97M-V functional and the def2-TZVPD basis.

```
78
C25H42AsIN6Si2Ti, DFT the ωB97M-V functional and the def2-TZVPD basis
Ti -0.6502 0.4228 -0.7617
I -2.6075 0.9736 1.2176
C -0.7238 2.2068 -1.7545
C -1.2717 3.4489 -1.9644
C -1.0551 4.1183 -3.1871
C -0.3070 3.5494 -4.1894
C 0.2765 2.2755 -4.0219
C 1.0943 1.6310 -4.9811
C 1.6461 0.4137 -4.6926
C 1.4209 -0.2304 -3.4489
C 0.6399 0.3347 -2.4698
C 0.0641 1.6111 -2.7856
H -1.8833 3.9232 -1.2039
H -1.4925 5.0981 -3.3413
H -0.1485 4.0832 -5.1202
H 1.2846 2.1154 -5.9322
H 2.2736 -0.0752 -5.4294
H 1.8964 -1.1984 -3.3084
C -4.6787 -2.3041 0.1922
N -4.4448 -1.6609 -1.1028
C -5.5583 -0.9065 -1.6838
C -3.2328 -1.2464 -1.3745
N -2.1665 -0.8882 -1.6430
H -5.5649 -2.9300 0.1036
H -4.8186 -1.5588 0.9770
H -3.8263 -2.9296 0.4472
H -6.3955 -1.5866 -1.8308
H -5.2572 -0.4993 -2.6453
H -5.8575 -0.0901 -1.0230
C -0.0395 -2.8129 0.9812
N 0.5903 -4.1284 1.0709
C 0.1303 -4.9396 -0.0609
N 0.4462 -4.3259 -1.3524
C -0.1917 -3.0138 -1.3949
N 0.2539 -2.1329 -0.2909
C 1.7348 -2.0183 -0.3931
N 2.3988 -3.3155 -0.3351
C 2.0399 -3.9543 0.9311
C 1.8957 -4.1435 -1.4304
H 0.3221 -2.1845 1.7974
H -1.1230 -2.9271 1.0796
H -0.9518 -5.0716 0.0141
H 0.6059 -5.9207 -0.0071
H -1.2677 -3.1591 -1.3126
H 0.0218 -2.5155 -2.3407
H 2.0899 -1.4125 0.4407
H 1.9797 -1.5058 -1.3172
H 2.4036 -3.3373 1.7556
H 2.5192 -4.9336 0.9875
H 2.3804 -5.1212 -1.3922
H 2.1427 -3.6653 -2.3800
C -0.3854 2.5543 4.2476
Si 0.3633 0.9097 3.7901
C 1.9998 0.6646 4.6736
C -0.7942 -0.4768 4.2693
As 0.8694 0.7983 1.4763
Si 1.7780 2.9463 1.0837
C 0.3840 4.1959 1.0534
C 3.0014 3.3903 2.4373
C 2.7003 2.8565 -0.5355
H -0.5808 2.5855 5.3232
H -1.3291 2.7020 3.7221
H 0.2817 3.3824 4.0061
H 1.8230 0.5470 5.7459
H 2.6665 1.5145 4.5328
H 2.5099 -0.2329 4.3186
H -0.6702 -0.7146 5.3290
H -0.6052 -1.3879 3.6996
H -1.8295 -0.1856 4.0947
H 0.3146 4.7231 2.0067
H -0.5734 3.7133 0.8547
H 0.5542 4.9344 0.2670
H 2.5069 3.6070 3.3849
H 3.5583 4.2839 2.1425
H 3.7236 2.5875 2.5961
H 2.1777 2.2498 -1.2760
H 3.6946 2.4300 -0.3850
H 2.8235 3.8598 -0.9514
```

max |F|	0.019	Eh/bohr
LUMO level (spin up / spin down)	0.368 / -1.517	eV
2S+1	3
E_HOMO (spin up / spin down)	-6.88 / -7.37	eV
expectation value of S²	2.013

***

(4)
A structure of composition C16H28BCeCl3O3 at a distorted geometry, computed with the ωB97M-V functional and the def2-TZVPD basis.

```
52
C16H28BCeCl3O3, DFT the ωB97M-V functional and the def2-TZVPD basis
C -0.7154 1.0945 -3.3321
C -0.8748 -0.3210 -3.5826
C 0.4343 -0.9107 -3.5140
C -2.1438 -1.0600 -3.8188
C 1.3839 0.1189 -3.2441
C 0.6855 1.3490 -3.1311
C 1.3044 2.6878 -2.8911
C -1.8198 2.0952 -3.2325
C 0.7336 -2.3471 -3.7552
C 2.8648 -0.0671 -3.1933
Ce -0.5468 -0.1733 -1.0979
Cl -3.4007 -3.5666 -0.9256
Cl -2.8983 -0.2709 -0.3244
Cl 0.6655 -2.3353 -0.3832
H -3.0143 -0.4608 -3.5383
H -2.1901 -1.9885 -3.2346
H -2.2443 -1.3279 -4.8825
H -0.0498 -2.9868 -3.3439
H 1.6802 -2.6409 -3.2957
H 0.8076 -2.5702 -4.8287
H 3.1240 -0.9813 -2.6512
H 3.3567 0.7820 -2.7146
H 3.2936 -0.1550 -4.2054
H 2.2234 2.5932 -2.3018
H 0.6067 3.3626 -2.3840
H 1.5745 3.1686 -3.8461
H -2.7224 1.6519 -2.7913
H -2.0822 2.4670 -4.2370
H -1.5081 2.9635 -2.6338
O 0.3034 1.5530 -0.1657
H 0.2943 2.3828 0.3849
C -1.0427 1.0928 4.9161
C -0.0723 0.6021 3.8774
C 1.2588 1.3476 4.0324
O -0.5997 0.9039 2.5716
B -0.1209 -0.1194 1.8270
O 0.5329 -1.1321 2.4408
C 0.1285 -0.9639 3.8080
C 1.1908 -1.5311 4.7094
C -1.1785 -1.7376 4.0379
H -2.0324 0.6624 4.7645
H -1.1146 2.1806 4.8306
H -0.6800 0.8451 5.9193
H 1.0676 2.4236 3.9461
H 1.6875 1.1736 5.0276
H 2.0028 1.0635 3.2755
H 0.9335 -1.3503 5.7593
H 1.2378 -2.6120 4.5496
H 2.1702 -1.1031 4.4886
H -1.9952 -1.4247 3.3681
H -0.9892 -2.8014 3.8705
H -1.5104 -1.6263 5.0749
```

max |F|	0.106	Eh/bohr
LUMO level (spin up / spin down)	4.451 / 4.451	eV
charge	-2
E_HOMO (spin up / spin down)	0.05 / 0.05	eV

***

(5)
The molecule C24H37N5O3 at a distorted geometry, computed with the ωB97M-V functional and the def2-TZVPD basis.

```
69
C24H37N5O3, DFT the ωB97M-V functional and the def2-TZVPD basis
C 5.7937 1.5411 1.7591
C 5.6482 1.9149 0.2905
O 4.5198 1.2818 -0.3075
C 4.7060 -0.0026 -0.6969
O 5.7515 -0.5983 -0.5730
N 3.6018 -0.5256 -1.2763
C 2.3115 0.1226 -1.3193
C 1.3254 -0.6032 -0.4029
C 1.2417 -2.0811 -0.7959
N 0.3247 -2.8034 0.0582
C -0.8456 -3.3131 -0.3820
O -1.1888 -3.2618 -1.5452
C -1.6846 -3.9814 0.6970
C -2.2158 -2.9725 1.7409
C -2.2838 -1.5605 1.2089
C -1.4829 -0.5500 1.7886
C -0.6253 -0.7875 3.0004
N -1.4329 0.6937 1.3471
C -2.1899 0.9719 0.2904
C -3.0623 0.0573 -0.3524
C -3.6363 0.8266 -1.4068
C -4.6103 0.4274 -2.4572
N -3.1545 2.0470 -1.3814
N -2.2881 2.1503 -0.3627
C -1.5865 3.3875 -0.0595
C -1.9502 3.8089 1.3668
C -0.0811 3.1276 -0.1670
C -2.0221 4.4506 -1.0633
C -3.1248 -1.2525 0.1413
C -4.0511 -2.2472 -0.4766
C 2.6384 -2.7063 -0.7489
C 3.5866 -1.9207 -1.6553
H 5.9970 0.4769 1.8472
H 6.6197 2.0948 2.1961
H 4.8802 1.7764 2.3005
H 5.4620 2.9847 0.1726
H 6.5507 1.6301 -0.2598
H 2.4255 1.1617 -1.0157
H 1.9433 0.0897 -2.3513
H 0.3416 -0.1409 -0.4787
H 1.6644 -0.5180 0.6320
H 0.8300 -2.1679 -1.8076
H 0.5455 -2.8467 1.0398
H -2.5082 -4.4837 0.1916
H -1.0811 -4.7439 1.1937
H -3.2109 -3.2911 2.0626
H -1.5785 -2.9991 2.6223
H -0.1356 0.1484 3.2560
H -1.2322 -1.1049 3.8472
H 0.1401 -1.5409 2.8211
H -4.2645 -0.4629 -2.9795
H -5.5878 0.2187 -2.0221
H -4.7133 1.2443 -3.1664
H -1.6695 3.0235 2.0634
H -1.4266 4.7233 1.6315
H -3.0210 3.9831 1.4467
H 0.4710 4.0374 0.0524
H 0.1731 2.7980 -1.1722
H 0.2095 2.3570 0.5417
H -1.7836 4.1344 -2.0747
H -3.0951 4.6080 -1.0034
H -1.5116 5.3860 -0.8512
H -4.4180 -2.9604 0.2576
H -3.5207 -2.7925 -1.2572
H -4.8997 -1.7430 -0.9280
H 2.5953 -3.7466 -1.0730
H 3.0166 -2.6780 0.2758
H 4.6065 -2.2991 -1.5738
H 3.2541 -1.9985 -2.6961
```

max |F|	0.021	Eh/bohr
LUMO level	0.572	eV
E_HOMO	-8.26	eV

***

(6)
The molecule C4H6O4 at a distorted geometry, computed with the ωB97M-V functional and the def2-TZVPD basis.

```
14
C4H6O4, DFT the ωB97M-V functional and the def2-TZVPD basis
C -1.8880 -0.9113 -0.3260
O -0.9745 0.1565 -0.5455
C -0.0972 0.3459 0.4916
C 0.8832 1.4312 -0.0232
O 1.9710 0.6631 -0.5227
C 1.8953 -0.5597 -0.0480
O 2.6627 -1.4287 -0.3328
O 0.8184 -0.7387 0.7147
H -2.4176 -0.7455 0.6847
H -1.3968 -1.8873 -0.2551
H -2.6205 -0.9588 -1.0999
H -0.5622 0.5892 1.4637
H 0.4946 1.9113 -0.9248
H 1.2317 2.1327 0.7233
```

max |F|	0.048	Eh/bohr
LUMO level	0.743	eV
E_HOMO	-10.81	eV

***

(7)
The molecule C4H5N at a distorted geometry, computed with the ωB97M-V functional and the def2-TZVPD basis.

```
10
C4H5N, DFT the ωB97M-V functional and the def2-TZVPD basis
H -0.3559 -2.5679 0.3157
N 0.5560 -2.0726 0.2196
C 0.5233 -0.8587 -0.0312
C -0.8298 0.2754 0.0468
C 1.6488 0.0324 -0.1063
C 2.6841 0.6456 -0.2069
H -0.6031 1.0112 -0.7076
H -0.7299 0.9500 0.8914
H -1.7273 -0.2496 0.1025
H 3.3096 1.4969 -0.0374
```

max |F|	0.106	Eh/bohr
LUMO level	0.709	eV
E_HOMO	-9.78	eV

***

(8)
A cluster of 2 separate species, C4H12N2 in total at a distorted geometry, computed with the ωB97M-V functional and the def2-TZVPD basis.

```
18
C4H12N2, DFT the ωB97M-V functional and the def2-TZVPD basis
H -2.2947 -1.7001 0.5558
N -1.7534 -1.0478 1.0970
C -1.8785 0.1902 0.8680
N -0.9899 1.0894 1.4131
H -2.7992 0.6140 0.4624
H -1.3779 2.0023 1.6218
H -0.3813 0.7183 2.1261
C 1.0633 1.0300 -1.5032
C 1.4463 -0.4447 -1.5620
C 1.8192 -0.9752 -0.1721
H 0.0631 1.2697 -1.1782
H 1.2802 1.4545 -2.4962
H 1.7897 1.5158 -0.8469
H 2.3561 -0.4939 -2.1816
H 0.7653 -1.1168 -2.0786
H 1.5837 -2.0364 -0.1390
H 2.8543 -0.7470 0.0538
H 1.1954 -0.5250 0.6054
```

max |F|	0.031	Eh/bohr
LUMO level	1.019	eV
E_HOMO	-9.47	eV

***

(9)
A cluster of 2 separate species, CH3IO4S in total at a distorted geometry, computed with the ωB97M-V functional and the def2-TZVPD basis.

```
10
CH3IO4S, DFT the ωB97M-V functional and the def2-TZVPD basis
C -1.5986 0.1424 0.8320
O 3.2898 -0.0550 -1.0877
O 1.1827 1.1943 -1.7568
O -0.4057 -0.6490 1.0829
O 0.6223 0.1616 1.3363
S 1.8706 0.1067 -1.0241
I 0.8715 -2.0563 -1.6211
H -1.5479 1.2051 0.3203
H -2.1370 0.4203 1.7721
H -2.1477 -0.4702 0.1460
```

max |F|	0.054	Eh/bohr
LUMO level (spin up / spin down)	-1.504 / -2.900	eV
E_HOMO (spin up / spin down)	-9.73 / -10.38	eV

***

(10)
A cluster of 7 separate species, C25H65N4O18S6 in total at a distorted geometry, computed with the ωB97M-V functional and the def2-TZVPD basis.

```
118
C25H65N4O18S6, DFT the ωB97M-V functional and the def2-TZVPD basis
N 4.0100 2.1852 1.1680
C 3.4147 2.5004 -0.1423
C 2.2874 3.5283 -0.0565
C 0.9628 2.8095 0.0229
C -0.1792 3.6510 0.6291
C -1.3697 2.7256 0.8097
C -1.8741 2.3529 2.2147
N -3.1395 1.7001 1.8232
C -3.3335 1.9324 0.5308
N -4.0301 1.1576 -0.2755
N -2.6198 3.0924 0.1186
H 3.3748 2.4509 1.9129
H 4.0915 1.1779 1.2321
H 3.0008 1.5994 -0.5811
H 4.1673 2.8762 -0.8286
H 2.4620 4.1367 0.8285
H 2.2962 4.1847 -0.9137
H 1.0413 1.8889 0.6011
H 0.6301 2.5358 -0.9728
H -0.4268 4.3916 -0.1172
H 0.1715 4.0997 1.5498
H -1.0973 1.8056 0.2919
H -1.1419 1.6718 2.6269
H -2.1173 3.1331 2.9256
H -3.9345 1.8856 2.4309
H -3.7704 0.1836 -0.3812
H -4.7734 1.5052 -0.8651
H -3.0913 3.8836 0.5596
O 4.9484 4.7396 -2.8222
S 6.2163 5.3947 -2.6987
O 6.3091 6.7548 -2.2753
O 7.0176 5.2143 -4.0615
C 6.3655 5.6145 -5.2846
C 6.3881 7.1169 -5.4836
C 7.2722 4.4125 -1.6892
H 5.3464 5.2246 -5.3071
H 6.9188 5.1251 -6.0838
H 5.7679 7.6228 -4.7446
H 6.0120 7.3697 -6.4749
H 7.4017 7.5023 -5.3785
H 7.2357 3.3842 -2.0381
H 6.8997 4.4803 -0.6692
H 8.2816 4.8101 -1.7494
O -1.2034 -1.8115 -0.2788
S -1.5209 -2.4698 0.9598
O -0.5044 -3.0789 1.7540
O -2.6854 -3.5128 0.7081
C -2.5067 -4.5065 -0.3379
C -1.6084 -5.6454 0.0966
C -2.4371 -1.3684 1.9732
H -2.1341 -4.0259 -1.2440
H -3.5044 -4.8811 -0.5542
H -0.5807 -5.3085 0.2345
H -1.6103 -6.4301 -0.6587
H -1.9499 -6.0647 1.0434
H -3.2422 -0.9380 1.3884
H -1.7597 -0.5903 2.3141
H -2.8327 -1.9148 2.8254
O -2.8809 -1.3842 -6.7202
S -1.8304 -0.4763 -6.3869
O -0.4782 -0.9292 -6.2900
O -2.2181 0.2670 -5.0258
C -2.5878 -0.5559 -3.9059
C -1.3891 -1.1850 -3.2259
C -1.8966 0.9297 -7.4418
H -3.3069 -1.3146 -4.2213
H -3.1038 0.1151 -3.2160
H -0.9180 -1.9206 -3.8779
H -1.6760 -1.6867 -2.2974
H -0.6387 -0.4286 -2.9900
H -2.9180 1.2982 -7.4712
H -1.5816 0.6044 -8.4306
H -1.2173 1.6872 -7.0601
O -4.0774 -5.3137 4.7738
S -2.9561 -6.0793 4.3082
O -3.0945 -6.9627 3.1925
O -2.3401 -6.8795 5.5319
C -3.2276 -7.7058 6.3180
C -3.5445 -9.0210 5.6351
C -1.5993 -5.0026 4.0248
H -4.1363 -7.1516 6.5572
H -2.7025 -7.8885 7.2531
H -4.1465 -8.8674 4.7403
H -4.0998 -9.6701 6.3117
H -2.6280 -9.5254 5.3303
H -1.4731 -4.3580 4.8912
H -1.8335 -4.4118 3.1466
H -0.7041 -5.5923 3.8469
O 3.1518 0.4078 -2.8449
S 3.4390 -0.3921 -3.9998
O 3.8832 -1.7409 -3.8517
O 4.4622 0.3975 -4.9284
C 5.6896 0.8764 -4.3405
C 6.7106 -0.2337 -4.1816
C 2.0657 -0.3531 -5.1008
H 5.4885 1.3685 -3.3868
H 6.0774 1.6320 -5.0212
H 6.3907 -0.9611 -3.4364
H 7.6690 0.1791 -3.8653
H 6.8458 -0.7680 -5.1215
H 1.7606 0.6798 -5.2433
H 1.2623 -0.9267 -4.6444
H 2.3593 -0.8078 -6.0425
O -2.3810 -0.5975 5.6718
S -3.7838 -0.3100 5.6737
O -4.3386 0.5777 4.6848
O -4.2102 0.1827 7.1158
C -3.4689 1.2687 7.7171
C -3.8701 2.6194 7.1591
C -4.6930 -1.8170 5.6684
H -2.3982 1.0925 7.6072
H -3.6979 1.2230 8.7789
H -3.5700 2.7209 6.1160
H -3.3942 3.4166 7.7292
H -4.9513 2.7476 7.2029
H -4.2958 -2.4679 6.4417
H -4.5683 -2.2778 4.6905
H -5.7415 -1.5931 5.8457
```

max |F|	0.035	Eh/bohr
LUMO level	-4.415	eV
charge	+1
E_HOMO	-10.88	eV

***

> What is the max |F| in the eighth record?

0.031 Eh/bohr